(1)
32
Properties=species:S:1:pos:R:3:forces:R:3:lowdin_charge:R:1 method="wB97M-V/def2-TZVPD" lumo_ha=-0.0646 homo_energy_ha=-0.32216
C -0.78523 1.94749 -1.30500 0.48 -0.93 0.62 -0.143
N -1.81769 2.80871 -1.97612 6.58 2.77 0.46 0.042
C -0.29702 -0.59338 0.07273 0.28 3.82 -1.70 -0.067
H 4.39025 1.22241 -1.01320 -1.48 0.22 0.49 -0.112
H 3.28826 -3.06629 1.74445 -0.70 1.06 -2.15 0.089
C 0.36533 4.49879 -2.25511 -0.16 -3.22 1.58 -0.512
C -1.28702 0.46926 -0.73191 2.98 -0.55 1.28 0.056
N 1.39668 3.63230 -1.58931 -6.60 -0.24 -1.38 0.041
H -2.92916 -1.85990 -0.34871 1.19 -0.63 1.91 0.113
H -0.22207 -2.89217 0.01128 -1.12 1.82 1.19 0.124
S 3.56902 1.80143 -0.03280 -1.00 -0.48 -0.34 0.680
C 1.28392 -0.15812 0.31991 -2.37 4.01 -2.55 -0.006
H -0.38464 -2.19295 1.76113 -1.01 0.43 -2.32 0.148
H 2.14726 -3.25355 0.25491 1.67 1.45 0.59 0.062
C -0.76861 -2.05464 0.64664 0.08 0.20 -0.56 -0.132
H -4.85919 -1.39504 0.70150 1.32 -0.46 2.06 0.165
C -1.20352 4.10512 -2.42385 0.95 -2.14 1.13 -0.074
O 2.96770 -0.45560 2.39132 0.70 -1.37 -3.31 -0.025
C -4.35696 -1.54797 1.76025 -1.39 1.12 7.27 -0.125
H 3.94602 -2.51588 0.06622 -2.29 -0.02 1.16 0.094
O -4.99582 -1.27165 2.92939 4.14 -1.90 -8.27 -0.064
Cl 0.91554 6.16585 -2.94877 -0.90 -2.98 1.26 0.486
C 1.77114 1.29326 -0.28697 -2.63 -2.30 -0.24 -0.383
H 3.96464 -0.66540 2.43772 -2.42 0.16 0.06 0.122
H -2.53692 -3.52584 0.44212 0.48 2.51 0.20 0.145
H -1.91669 4.90149 -2.94171 1.71 -2.03 1.25 0.117
B 2.40344 -1.04796 1.13136 1.23 0.66 1.92 -0.421
C 2.95322 -2.54383 0.72470 0.63 -0.93 0.72 -0.056
H -2.43399 0.19353 -0.88946 2.85 0.78 0.35 0.090
C -2.37923 -2.34916 0.56538 0.79 -1.60 -0.22 -0.201
C 0.77523 2.35569 -1.09723 -0.30 -0.60 0.08 -0.140
O -2.96388 -2.00599 1.87917 -3.68 1.34 -2.55 -0.113



(2)
20
Properties=species:S:1:pos:R:3:forces:R:3:lowdin_charge:R:1 method="wB97M-V/def2-TZVPD" lumo_ha=0.0344 homo_energy_ha=-0.27412 e_above_lowest_kj_mol=130.9
H -2.72331 1.33343 -1.43949 -0.09 0.27 -0.18 0.067
H 2.10117 1.92541 -0.72803 0.07 -0.42 -0.54 0.079
H -1.16288 3.07925 -0.87923 -0.06 -0.23 -0.15 0.080
C 0.00346 1.37260 -0.57968 -0.30 0.15 -0.21 -0.384
H -0.99228 -1.36420 -2.32915 -0.13 0.30 -0.21 0.072
C -0.27045 -0.82623 -1.72334 0.29 0.75 0.82 -0.062
H -2.90133 -0.29535 -0.96637 0.19 -0.48 0.06 0.067
O 1.88436 -4.91680 4.23271 0.21 -0.28 -0.11 -0.063
N -0.49149 2.66644 -0.25207 0.67 -0.41 0.65 0.075
C 1.44584 1.21695 -0.20729 0.21 1.00 0.07 -0.050
H 0.31156 3.26881 -0.14257 -0.31 0.38 0.09 0.069
H -2.45339 0.93424 0.23094 -0.11 -0.05 0.07 0.075
H 0.08271 -1.51975 -0.98534 0.32 -0.73 0.38 0.064
H 1.53285 1.62576 0.80323 -0.14 -0.37 0.34 0.081
H 0.59245 -0.49019 -2.29497 -0.06 -0.43 -0.36 0.073
H 2.76382 -5.07106 4.60358 -0.32 0.19 -0.03 0.036
H 1.53396 -4.13053 4.65489 0.10 0.10 0.13 0.027
C -0.80804 0.40460 -1.01515 -0.49 -0.24 -0.18 -0.306
C -2.28887 0.57798 -0.78578 -0.02 0.57 -0.41 -0.075
H 1.83987 0.20863 -0.19689 -0.04 -0.06 -0.25 0.075



(3)
25
Properties=species:S:1:pos:R:3:forces:R:3:lowdin_charge:R:1 method="wB97M-V/def2-TZVPD" lumo_ha=-0.2477 charge=+2 homo_energy_ha=-0.63856 e_above_lowest_kj_mol=463.1
N -0.12485 0.25513 -0.14606 -1.43 1.18 -0.67 0.013
N 1.50626 -2.02560 2.11743 4.96 -0.84 0.69 0.247
C 0.55431 0.42023 -1.45342 -1.94 1.85 0.08 0.047
H 0.70230 1.52754 -1.69032 -0.30 -1.60 0.42 0.140
H -2.03514 0.69117 -1.92028 -0.30 0.18 -0.48 0.094
C -0.02424 -0.65181 0.84335 2.77 -0.95 1.97 -0.382
H 0.98871 -1.81739 2.96367 -1.04 1.12 -0.10 0.182
C -1.17369 2.48475 -0.05918 -2.05 3.11 -0.01 -0.002
H -0.89097 2.84877 -1.07652 -0.04 -0.64 0.82 0.118
C 2.06954 -1.73413 -0.13511 1.44 -0.60 0.18 -0.129
N 1.17090 -1.49711 0.86825 -1.34 1.24 -1.76 -0.048
O -0.64390 -0.70028 1.88765 -1.01 0.60 -0.90 0.116
C 3.04061 -1.99464 -0.82293 -2.59 0.72 1.02 0.229
C -2.47445 0.62913 -0.94052 -0.89 -0.06 1.39 0.062
N -1.38512 1.04237 0.00875 1.36 -1.58 1.67 -0.153
H -2.26693 2.94666 0.09647 2.54 -0.90 -0.10 0.166
H -3.26773 1.41685 -0.72916 0.68 -1.48 -0.76 0.139
H 2.61699 -1.74788 2.30995 -3.24 -0.80 -0.34 0.290
H -0.51050 2.91543 0.72561 -0.37 -0.77 -0.59 0.132
H -1.57128 0.77792 1.02987 -0.52 0.35 -1.19 0.193
H -2.79336 -0.41907 -0.70155 0.16 1.09 -0.22 0.139
H -0.05340 -0.09077 -2.18854 0.13 0.10 -0.47 0.108
H 1.47435 -0.03268 -1.37740 1.97 -0.78 -0.01 0.035
H 1.49806 -3.05195 2.08027 0.05 -0.16 -0.20 0.199
H 3.59354 -2.19264 -1.69026 1.00 -0.37 -0.46 0.065



(4)
9
Properties=species:S:1:pos:R:3:forces:R:3:lowdin_charge:R:1 method="wB97M-V/def2-TZVPD" lumo_ha=0.0096 homo_energy_ha=-0.36625 e_above_lowest_kj_mol=253.7
H 1.67667 -0.78613 0.20632 -0.08 -0.01 -0.12 0.093
H -1.18277 0.28670 1.34962 2.03 -0.50 -3.31 0.222
C 0.15481 1.33696 -0.32123 0.15 0.26 -0.29 -0.208
H -1.32460 -0.19988 -1.53620 -0.04 0.13 0.13 0.109
H 0.49870 -1.59961 1.03998 0.02 0.08 0.03 0.087
C -0.20167 0.00021 0.05423 -2.56 -0.22 4.24 -0.538
N 0.82303 -0.68739 0.74587 0.21 -0.05 -0.34 0.050
O -0.87394 -0.74856 -0.88360 0.23 -0.01 -0.23 0.014
N 0.42978 2.39770 -0.65499 0.05 0.32 -0.10 0.172



(5)
19
Properties=species:S:1:pos:R:3:forces:R:3:lowdin_charge:R:1 method="wB97M-V/def2-TZVPD" lumo_ha=-0.2708 charge=+2 homo_energy_ha=-0.58896 e_above_lowest_kj_mol=263.2
H 0.62041 -2.30558 0.26346 0.16 1.21 -2.01 0.231
O -4.14823 0.51617 -0.49364 -1.48 -0.71 -0.34 0.174
H 4.22739 1.85640 0.40991 0.40 1.30 2.11 0.109
H 1.62194 -1.22515 0.69891 0.92 1.03 1.32 0.122
H 4.42840 1.29866 -1.13148 0.01 -0.14 -0.41 0.142
N 1.05169 -1.38949 -0.10577 -0.18 -2.44 1.94 0.126
C -3.14556 -0.12995 0.00584 -1.25 -0.36 -0.81 -0.101
H -5.05458 0.05972 -0.67881 2.26 0.60 0.73 0.234
H -0.52192 0.93437 1.26743 0.73 -1.05 0.12 0.166
C -0.74587 0.04391 0.64306 -0.36 0.19 0.34 -0.119
H -0.90474 -0.88895 1.16857 -0.35 0.22 0.80 0.139
N 0.21147 -0.28667 -0.38487 0.90 0.98 -1.06 -0.027
H -3.25593 -1.19724 0.29943 0.28 0.84 0.04 0.198
N 2.88523 0.52629 -0.16660 1.23 1.10 0.13 0.013
H -1.91096 1.44159 -0.28011 -0.85 0.53 -0.36 0.183
H 0.98666 0.39629 -0.50814 -1.13 0.35 -0.09 0.083
H 1.81456 -1.42236 -0.80170 -0.67 -0.56 -0.59 0.170
N -2.02426 0.50753 0.07274 0.90 -0.81 0.00 0.125
N 3.86429 1.26445 -0.27824 -1.52 -2.25 -1.85 0.029



(6)
22
Properties=species:S:1:pos:R:3:forces:R:3:lowdin_charge:R:1 method="wB97M-V/def2-TZVPD" lumo_ha=-0.1280 charge=+1 homo_energy_ha=-0.44219 e_above_lowest_kj_mol=268.1
H 0.24033 1.56343 1.37726 0.00 -0.36 -0.24 0.111
H -1.88206 -0.23731 -1.38914 -0.36 0.33 0.85 0.103
N 2.86101 0.60408 1.25612 -1.53 0.42 0.37 0.191
C -1.32316 -1.05267 -0.93994 0.92 -1.48 -2.10 -0.236
H -3.23188 2.32837 2.03566 -0.22 0.10 1.06 0.027
H 2.42436 1.53399 1.26861 0.03 0.02 -0.69 0.156
C 0.77781 0.02736 0.05367 0.71 0.93 0.00 -0.350
H 2.33229 -1.36451 0.48959 0.38 0.13 -0.20 0.120
H 0.78480 -1.59888 -1.33147 -0.23 -0.26 0.82 0.122
O -2.65531 2.36602 1.28422 -0.74 -0.40 -1.61 -0.068
H -0.47102 1.73940 -0.12221 0.14 -0.78 0.05 0.118
C 0.17747 -0.72348 -1.06415 0.01 -0.62 -0.78 -0.154
H -3.31811 2.16445 0.57753 1.01 0.30 0.51 0.067
H 3.72377 0.66341 0.73409 0.68 0.06 0.36 0.168
H 2.95711 0.44820 2.25819 0.72 -0.60 0.06 0.171
H -1.62999 -3.04380 -1.16886 -0.07 -0.11 -0.41 0.064
C 1.98284 -0.34837 0.54272 -0.58 -0.37 0.12 -0.063
H 0.37213 -0.18524 -2.00223 -0.33 0.59 0.25 0.140
H -1.05743 -2.44284 -2.57857 -0.08 0.46 0.28 0.069
H -1.56752 -1.38372 0.06148 -0.33 0.77 0.27 0.118
N 0.16575 1.17962 0.44223 -0.08 1.06 0.28 0.144
N -1.66318 -2.23750 -1.78480 -0.07 -0.18 0.76 -0.015



(7)
21
Properties=species:S:1:pos:R:3:forces:R:3:lowdin_charge:R:1 method="wB97M-V/def2-TZVPD" lumo_ha=0.0265 homo_energy_ha=-0.33539 e_above_lowest_kj_mol=411.3
H -1.29784 0.15957 -2.01554 -1.88 -0.13 2.54 0.145
N 2.53939 1.49780 -0.37318 0.59 0.55 0.33 0.120
H 1.41939 -1.33351 1.56357 -1.69 1.67 0.64 0.126
H 1.27507 0.38024 2.09454 -1.36 -0.54 -1.06 0.111
H -2.45937 -0.99118 -0.82576 0.69 2.66 -1.02 0.140
C 2.11706 0.37574 -0.68609 -0.09 -3.85 -1.55 -0.291
H 2.81513 -0.36001 -1.15458 -0.07 0.60 0.30 0.122
H -2.04519 0.10134 0.95645 -0.19 0.34 1.06 0.136
C -0.09631 -0.38703 0.43596 2.15 0.64 -2.93 -0.435
H -0.16699 -0.71146 2.41346 1.23 0.00 -0.16 0.111
C -1.29803 0.42215 0.24461 -0.08 -0.41 0.73 -0.478
C 0.38278 -1.48337 -0.42624 -1.38 -2.93 -3.04 -0.142
H 1.81822 2.04801 0.02889 -1.01 0.91 0.49 0.028
C -1.99746 0.10051 -1.01869 0.25 -1.12 -1.93 -0.067
N 0.82503 -0.22777 -0.74093 1.14 3.66 0.58 -0.009
O -0.93536 1.79690 0.42747 -3.19 1.67 -2.98 -0.059
H -2.72172 0.93025 -0.94324 -0.66 -0.83 -1.23 0.074
C 0.63110 -0.45829 1.65232 2.44 -1.16 4.79 -0.051
H -0.18483 -1.91257 -1.27605 -0.45 0.32 0.63 0.119
H -1.64285 2.34317 -0.22738 3.05 -2.00 2.81 0.189
H 1.02277 -2.29049 -0.12958 0.51 -0.03 1.02 0.111



(8)
13
Properties=species:S:1:pos:R:3:forces:R:3:lowdin_charge:R:1 method="wB97M-V/def2-TZVPD" lumo_ha=-0.1861 charge=+1 homo_energy_ha=-0.55164 e_above_lowest_kj_mol=83.3
H 1.34145 2.26823 -1.47540 -0.15 -0.23 -0.15 0.111
N -0.67104 -1.95578 0.00470 -0.40 1.02 1.99 0.169
C -1.92694 -1.96697 0.23308 -0.28 -0.25 0.53 0.141
H 2.44535 2.74685 -0.29056 0.19 -0.13 0.67 0.089
H -0.24750 -0.94379 0.07014 0.08 -0.54 -0.66 0.073
C 1.42770 2.39662 -0.39040 -0.18 0.86 -0.93 -0.020
O 0.04368 0.51233 0.02638 -0.18 0.40 0.42 0.017
H -0.10305 -2.69958 0.40394 -0.06 -0.53 -0.91 0.154
H -2.48150 -1.04134 0.28011 0.08 0.36 -0.68 0.118
H -2.51482 -2.83373 0.53122 0.51 -0.30 -0.24 0.122
H 0.72106 3.20375 -0.20296 -0.13 -0.20 0.42 0.105
H 1.99922 0.48048 0.46008 -0.06 -0.07 0.45 0.138
C 1.12351 1.06755 0.15246 0.59 -0.40 -0.89 -0.218



no.,orbital gap (eV),calculated total energy (eV)
1,7.010,-45782.7831
2,8.396,-8932.6538
3,10.634,-14434.9089
4,10.227,-7163.8500
5,8.657,-11729.6321
6,8.549,-10885.3826
7,9.847,-11440.4077
8,9.946,-6770.3065